Record 1
This record from the Open Molecules 2025 dataset describes a cluster of 2 separate species, C4H8O2 in total. The level of theory is the ωB97M-V functional and the def2-TZVPD basis.

As for the energy relative to the best compared isomer or geometry (same formula, charge and spin): 5.633 eV. For the LUMO energy (spin up / spin down), the calculation gives -1.2 / -1.2 eV. As for the net charge: 0. The gap between HOMO and LUMO (spin up / spin down) is 7.7673 / 7.7693 eV.

Element x y z (Å)
C 0.1604 -0.5560 1.7806
C -0.4741 -0.3416 0.2541
C 0.8587 -0.5324 -0.2586
O -0.9845 0.8416 0.0776
C -0.5596 1.2047 -1.8639
O -1.4801 1.0178 -2.6140
H 0.6244 -1.5226 1.9897
H 0.8114 0.2725 2.0633
H -0.7668 -0.4765 2.3502
H -1.1264 -1.2245 0.1179
H 1.5538 0.2983 -0.1627
H 0.2364 0.3436 -1.6833
H 1.2825 -1.5221 -0.4253
H -0.1361 2.1971 -1.6257

Atomic partial charges in e from the Mulliken method, atoms 1 to 5: atom 1 (C): -1.2396, atom 2 (C): 0.6357, atom 3 (C): -0.8268, atom 4 (O): -0.6439, atom 5 (C): 0.1589

Record 2
This record from the Open Molecules 2025 dataset describes an isolated molecule of C4H8O2 in a non-equilibrium geometry. The level of theory is the ωB97M-V functional and the def2-TZVPD basis.

As for the energy relative to the best compared isomer or geometry (same formula, charge and spin): 2.502 eV. For the LUMO energy, the calculation gives 0.8 eV. The SMILES is C[C@@]1(O)C[C@H]1O. As for the net charge: 0. The gap between HOMO and LUMO is 9.9824 eV.

Element x y z (Å)
C 1.0099 -0.0086 -1.0118
C -0.3022 -0.3090 -0.3460
O -1.4247 -0.3687 -1.1851
C -0.4140 -0.8334 1.0465
C -0.4841 0.6464 0.8993
O 0.5939 1.4401 1.2390
H 1.8582 -0.5452 -0.5812
H 1.2774 1.0900 -0.8063
H 0.9607 -0.0902 -2.0996
H -1.8089 -1.2548 -1.1843
H -1.3435 -1.3385 1.2898
H 0.4755 -1.2401 1.5140
H -1.4487 1.1428 0.8551
H 1.0506 1.6691 0.3707

Atomic partial charges in e from the Mulliken method, atoms 1 to 5: atom 1 (C): -1.2933, atom 2 (C): 0.9012, atom 3 (O): -0.5401, atom 4 (C): -0.8046, atom 5 (C): -0.1423

Record 3
This record from the Open Molecules 2025 dataset describes a structure of composition C4H8O2 in a non-equilibrium geometry. The level of theory is the ωB97M-V functional and the def2-TZVPD basis.

As for the energy relative to the best compared isomer or geometry (same formula, charge and spin): 3.638 eV. For the LUMO energy, the calculation gives 0.7 eV. As for the net charge: 0. The gap between HOMO and LUMO is 9.9323 eV.

Element x y z (Å)
C 1.3579 0.7370 1.2276
C 0.6724 0.3001 0.2268
C 1.0683 -0.5362 -0.8419
C -1.2757 0.5767 0.0694
O -1.7011 0.2663 -1.2749
O -1.8618 -0.3591 0.8699
H 0.9813 1.0729 2.1380
H 2.3414 0.3975 1.3118
H 0.3892 -1.3894 -1.0968
H 2.1067 -0.9335 -0.6465
H 0.9316 0.1831 -1.6663
H -1.6938 1.5924 0.2298
H -1.8854 -0.6903 -1.3292
H -1.4310 -1.2175 0.7823

Atomic partial charges in e from the Mulliken method, atoms 1 to 5: atom 1 (C): -0.9622, atom 2 (C): 0.5372, atom 3 (C): -0.9668, atom 4 (C): -0.0571, atom 5 (O): -0.4893

Record 4
This record from the Open Molecules 2025 dataset describes an isolated molecule of C4H8O2. The level of theory is the ωB97M-V functional and the def2-TZVPD basis.

As for the energy relative to the best compared isomer or geometry (same formula, charge and spin): 6.191 eV. For the LUMO energy, the calculation gives 0.8 eV. As for the net charge: 0. The gap between HOMO and LUMO is 8.2221 eV.

Element x y z (Å)
O -0.4673 0.1295 0.9917
C 0.1771 1.1314 2.2070
C 0.7012 -0.3231 0.2883
C 0.4839 -0.1476 -1.1978
C -0.6785 -0.7246 -1.8589
O -0.6411 0.6662 -1.5237
H -0.9379 0.7297 0.3738
H -0.7908 1.5055 2.5839
H 0.4013 0.2790 2.8806
H 1.5319 0.2983 0.6354
H 0.8542 -1.3629 0.5841
H 1.3795 0.0781 -1.7723
H -1.3691 -1.3244 -1.2675
H -0.6445 -0.9350 -2.9245

Atomic partial charges in e from the Mulliken method, atoms 1 to 5: atom 1 (O): -0.3659, atom 2 (C): -0.7501, atom 3 (C): -0.7108, atom 4 (C): 0.1562, atom 5 (C): -0.2977

Record 5
This record from the Open Molecules 2025 dataset describes a cluster of 2 separate species, C4H8O2 in total in a non-equilibrium geometry. The level of theory is the ωB97M-V functional and the def2-TZVPD basis.

As for the energy relative to the best compared isomer or geometry (same formula, charge and spin): 6.610 eV. For the LUMO energy, the calculation gives 1.0 eV. The SMILES is COOC.C#C. As for the net charge: 0. The gap between HOMO and LUMO is 11.1194 eV.

Element x y z (Å)
C -1.7710 0.1621 0.4091
O -0.5334 -0.5629 0.4566
C 1.2258 1.6970 0.5332
C 1.5518 2.8389 0.7312
H -2.6560 -0.4626 0.2812
H -1.7130 0.9227 -0.3721
H -1.8604 0.6373 1.3884
H 1.7337 3.8691 0.9356
C 0.6992 -1.9545 -0.9594
O -0.6389 -1.5732 -0.6991
H 0.8076 0.5978 0.3840
H 1.2360 -2.1611 -0.0266
H 1.2187 -1.1497 -1.4894
H 0.6999 -2.8609 -1.5728

Atomic partial charges in e from the Mulliken method, atoms 1 to 5: atom 1 (C): -0.5525, atom 2 (O): -0.3125, atom 3 (C): -0.7348, atom 4 (C): 0.3243, atom 5 (H): 0.2611

Record 6
This record from the Open Molecules 2025 dataset describes a cluster of 2 separate species, C4H8O2 in total. The level of theory is the ωB97M-V functional and the def2-TZVPD basis.

As for the energy relative to the best compared isomer or geometry (same formula, charge and spin): 2.962 eV. For the LUMO energy, the calculation gives 0.6 eV. The SMILES is O=CCCC=O.[H][H]. As for the net charge: 0. The gap between HOMO and LUMO is 10.6340 eV.

Element x y z (Å)
C 0.3702 0.3467 0.7366
C 0.3200 -1.0127 0.1492
O -0.6659 -1.7120 0.1532
C -0.0536 1.1698 -0.5419
C -0.5897 0.5175 -1.8442
O -0.3280 0.9538 -2.9351
H 0.3073 -1.5260 2.6641
H 1.3744 0.6234 1.0908
H -0.3271 0.4638 1.5713
H 1.2161 -1.2691 -0.4463
H -0.2265 -1.8207 2.2416
H 0.7770 1.7866 -0.8636
H -0.8796 1.8058 -0.2255
H -1.2945 -0.3269 -1.7502

Atomic partial charges in e from the Mulliken method, atoms 1 to 5: atom 1 (C): -0.3460, atom 2 (C): -0.1124, atom 3 (O): -0.4737, atom 4 (C): -0.5002, atom 5 (C): -0.0786

Record 7
This record from the Open Molecules 2025 dataset describes an isolated molecule of C4H8O2 in a non-equilibrium geometry. The level of theory is the ωB97M-V functional and the def2-TZVPD basis.

As for the energy relative to the best compared isomer or geometry (same formula, charge and spin): 0.000 eV. For the LUMO energy (spin up / spin down), the calculation gives 0.8 / -1.6 eV. Its expectation value of S² is 2.008. Its spin multiplicity is 3. As for the net charge: 0. The gap between HOMO and LUMO (spin up / spin down) is 7.6528 / 8.5479 eV.

Element x y z (Å)
C 0.7936 -0.6783 -0.9572
C 0.1711 0.1564 0.1466
C -0.0458 -0.6844 1.4388
C -1.1426 0.8497 -0.2702
O 1.2711 0.9938 0.4230
O 1.2788 -0.2503 -2.0811
H 1.2666 -1.6445 -0.6427
H -0.4177 -1.6101 1.2642
H -0.7285 -0.1189 1.9933
H 0.9537 -0.7993 1.9219
H -0.9354 1.8140 -0.7500
H -1.6715 0.9716 0.6500
H -1.7582 0.2212 -0.9315
H 0.9648 0.7792 -2.2051

Atomic partial charges in e from the Mulliken method, atoms 1 to 5: atom 1 (C): -0.5017, atom 2 (C): 1.5211, atom 3 (C): -1.7227, atom 4 (C): -1.4306, atom 5 (O): -0.3787

Record 8
This record from the Open Molecules 2025 dataset describes a cluster of 2 separate species, C4H8O2 in total in a non-equilibrium geometry. The level of theory is the ωB97M-V functional and the def2-TZVPD basis.

As for the energy relative to the best compared isomer or geometry (same formula, charge and spin): 1.958 eV. For the LUMO energy (spin up / spin down), the calculation gives -4.2 / -8.7 eV. Its expectation value of S² is 0.762. Its spin multiplicity is 2. As for the net charge: +1. The gap between HOMO and LUMO (spin up / spin down) is 10.7086 / 6.2775 eV.

Element x y z (Å)
C 0.6750 2.5517 0.3990
C 0.6853 1.6592 -0.6394
C 0.2288 0.3337 -0.4656
C 1.0064 -0.6261 -0.0481
O 0.4379 -1.8872 -0.1521
H 1.0425 3.5360 0.3427
H 0.3022 2.2061 1.4822
H 0.9242 2.0005 -1.6532
H -0.7142 0.1340 -0.9637
H 2.1129 -0.4678 0.0915
H 1.0721 -2.4593 0.3439
H -2.2053 -1.1992 -0.2406
H -2.3121 -2.2301 1.0446
O -2.4123 -1.2416 0.6617

Atomic partial charges in e from the Mulliken method, atoms 1 to 5: atom 1 (C): -0.5042, atom 2 (C): -0.3286, atom 3 (C): -0.1581, atom 4 (C): 0.3207, atom 5 (O): -0.3060

Record 9
This record from the Open Molecules 2025 dataset describes a cluster of 2 separate species, C4H8O2 in total in a non-equilibrium geometry. The level of theory is the ωB97M-V functional and the def2-TZVPD basis.

As for the energy relative to the best compared isomer or geometry (same formula, charge and spin): 1.789 eV. For the LUMO energy (spin up / spin down), the calculation gives -6.2 / -9.4 eV. Its expectation value of S² is 0.753. Its spin multiplicity is 2. As for the net charge: +1. The gap between HOMO and LUMO (spin up / spin down) is 6.4019 / 3.1545 eV.

Element x y z (Å)
C 2.7040 1.8878 -0.2419
C 2.5241 2.8615 0.9220
C 1.9810 2.3159 2.0944
H 3.6158 2.1174 -0.7736
H 1.7829 2.0081 -0.8443
H 2.5377 0.8885 0.1767
H 3.4028 3.5124 0.8839
H 2.0045 2.8225 3.0597
H 1.5239 1.3265 2.0537
O -3.6057 -3.0335 -2.0197
C -4.1640 -4.0744 -1.8095
O -5.2428 -4.2033 -1.0350
H -3.6662 -5.0587 -1.9022
H -5.3979 -3.3708 -0.5640

Atomic partial charges in e from the Mulliken method, atoms 1 to 5: atom 1 (C): -0.8808, atom 2 (C): 0.2549, atom 3 (C): -0.3373, atom 4 (H): 0.3626, atom 5 (H): 0.3565